Here is a molecular structure, C15H30FO15Tl in a non-equilibrium geometry from the OMol25 dataset. Energies are from the ωB97M-V functional and the def2-TZVPD basis.

ORCA input file:
```
! RIJCOSX wB97M-V def2-TZVPD def2/J DEFGRID3
* xyz 2 1
Tl -8.9325 -15.5435 13.9356
F -10.1724 -13.4830 12.3120
C -11.9427 -6.5294 11.0447
O -12.1210 -7.7387 10.4115
C -11.5960 -8.8795 10.9057
O -10.8567 -8.8208 11.9261
O -12.1108 -9.9829 10.1881
C -11.4996 -11.2361 10.3422
H -11.4125 -5.8125 10.4178
H -11.5750 -6.5112 12.0707
H -12.9283 -6.0682 11.1074
H -12.1715 -12.0188 9.9899
H -11.3283 -11.4367 11.3998
H -10.5445 -11.3369 9.8268
C -13.3313 -18.5452 13.1089
O -13.9272 -17.2996 13.0798
C -13.1753 -16.2267 13.0099
O -11.9959 -16.0965 13.3384
O -13.9480 -15.2418 12.7080
C -13.4033 -13.9211 12.6410
H -12.4379 -18.6308 12.4903
H -14.0127 -19.3288 12.7777
H -13.0097 -18.8090 14.1164
H -14.1894 -13.2317 12.9491
H -13.0139 -13.6392 11.6627
H -12.6883 -13.8720 13.4622
C -7.4896 -13.3732 9.9036
O -6.7946 -14.5689 9.4710
C -6.6196 -15.5062 10.3971
O -7.1147 -15.5179 11.5791
O -6.0053 -16.5406 9.7839
C -6.1174 -17.8935 10.2427
H -8.5736 -13.4599 9.8295
H -7.1500 -12.5132 9.3264
H -7.3089 -13.1598 10.9572
H -5.4534 -17.9516 11.1051
H -5.7784 -18.5170 9.4154
H -7.1187 -18.1845 10.5601
C -11.1268 -10.8731 14.7469
O -10.7544 -11.2989 16.0957
C -10.4489 -12.5418 16.3750
O -10.3011 -13.4952 15.5936
O -10.2073 -12.5973 17.6896
C -9.9026 -13.8383 18.3567
H -10.8294 -9.8619 14.4695
H -12.2121 -10.7852 14.6966
H -10.9022 -11.6158 13.9814
H -8.9767 -14.3270 18.0537
H -10.6389 -14.6383 18.2788
H -9.7555 -13.4674 19.3711
C -9.6186 -18.7441 8.3016
O -9.8132 -18.6332 9.6880
C -10.0590 -17.3606 10.2607
O -9.7084 -17.0912 11.4069
O -10.7034 -16.5607 9.4227
C -11.0295 -15.2445 9.8029
H -10.4985 -18.3298 7.8094
H -9.4162 -19.7196 7.8594
H -8.7903 -18.0858 8.0394
H -11.9089 -14.9116 9.2515
H -10.1786 -14.6938 9.4021
H -11.1640 -15.0475 10.8665
*
```

Its energy above the lowest of the compared OMol25 structures with the same formula, charge and spin is 363.6 kJ/mol. The frontier orbital gap is 2.278 eV. For the maximum force, the calculation gives 0.086 hartree/bohr. As for the lowest unoccupied orbital energy: -13.50 eV.